Entry 1:
C25H62N5O9 | ωB97M-V/def2-TZVPD

Values from the calculation:
DFT total energy: -1940.27266 Ha
HOMO energy: -11.55 eV
net charge: +1
largest force on an atom: 6.21 eV Å⁻¹
LUMO energy: -4.09 eV
Kohn-Sham gap: 7.46 eV

```
101
Properties=species:S:1:pos:R:3:forces:R:3:lowdin_charge:R:1
N 0.65906 1.86466 1.12636 0.5 0.6 -0.4 0.176
C 0.23726 0.59786 0.96888 -2.3 0.3 -0.2 -0.352
N -1.08775 0.32962 0.62375 3.2 -5.3 0.5 0.182
C -1.02848 -1.13038 0.61728 0.6 4.0 0.1 0.022
N 0.22901 -1.56081 0.94144 -3.0 -1.2 -0.6 0.122
N 1.01459 -0.50688 1.15430 0.4 2.4 -0.1 0.005
C 2.40369 -0.46754 1.55396 3.1 -0.8 1.6 -0.149
C 3.44711 0.24152 0.81366 -0.8 -1.3 1.8 0.032
C 4.78182 0.20523 1.38348 -0.7 0.5 -0.9 -0.102
N 5.17527 -0.41253 2.52526 -2.5 -0.1 -0.8 0.084
C 4.17976 -1.05122 3.18721 -1.1 -0.6 0.4 -0.108
C 2.78486 -1.14930 2.79759 0.7 1.5 -2.1 0.033
H 0.39537 2.53075 0.40205 -0.2 -0.2 0.6 0.133
H 1.15105 2.22452 1.93998 0.0 -0.5 -0.4 0.136
H -1.93347 -1.73825 0.40595 1.2 0.2 0.2 0.150
H 0.51138 -2.54036 1.02911 0.2 0.6 0.1 0.203
H 3.19390 0.78309 -0.12043 0.5 -0.4 0.8 0.121
H 5.57385 0.75936 0.81944 -0.7 -0.6 0.6 0.129
H 4.46475 -1.56551 4.14042 -0.2 0.6 -1.0 0.118
H 1.99718 -1.68742 3.37378 1.0 0.5 -0.3 0.120
C 6.94888 -3.88559 5.31995 0.1 -0.1 0.2 -0.084
C 7.96284 -2.98549 4.64029 -0.5 0.0 -0.1 -0.311
O 7.71377 -2.93644 3.23774 0.2 0.0 -0.2 -0.089
H 6.99378 -4.89475 4.90534 0.1 0.0 0.0 0.081
H 7.13154 -3.93791 6.39542 0.0 0.0 0.0 0.070
H 5.93166 -3.51649 5.15343 0.0 0.1 0.1 0.054
H 8.97250 -3.36754 4.78911 0.0 0.0 -0.2 0.100
H 7.91583 -1.96811 5.04323 0.1 0.0 0.2 0.103
H 6.82314 -2.58927 3.11294 0.2 0.0 0.0 0.045
C -5.47575 -1.33172 -1.21281 -0.1 -0.2 0.1 -0.100
C -5.78831 -0.19112 -0.26762 0.4 -0.1 -0.3 -0.303
O -5.02025 -0.32040 0.92817 0.1 0.0 0.4 -0.093
H -5.69510 -2.29270 -0.73985 -0.1 0.1 0.0 0.069
H -6.05937 -1.24912 -2.12991 0.2 0.0 0.0 0.070
H -4.41399 -1.33783 -1.47221 -0.1 0.1 -0.2 0.057
H -6.84358 -0.19985 0.00669 0.1 0.0 0.2 0.104
H -5.56003 0.77394 -0.73017 -0.1 0.0 -0.1 0.110
H -4.08618 -0.30508 0.68468 -0.3 0.2 0.0 0.046
C -4.81817 -0.92792 -5.83537 -0.1 -0.1 0.0 -0.085
C -5.13092 0.21019 -4.88582 0.4 -0.2 -0.3 -0.298
O -4.36558 0.07681 -3.68963 0.0 0.1 0.4 -0.114
H -5.03997 -1.88886 -5.36475 -0.1 0.1 0.0 0.077
H -5.40004 -0.84273 -6.75363 0.1 0.0 0.0 0.073
H -3.75659 -0.93571 -6.09410 -0.1 0.1 -0.1 0.076
H -6.18707 0.20182 -4.61222 0.1 0.0 0.2 0.115
H -4.90088 1.17706 -5.34520 -0.1 0.0 -0.1 0.091
H -3.43456 0.09427 -3.93923 -0.2 -0.1 -0.1 0.063
C -8.63298 -2.58460 0.82332 0.1 0.0 0.1 -0.094
C -8.70763 -3.31375 -0.50610 -0.3 0.4 0.1 -0.325
O -10.06589 -3.52598 -0.87261 0.0 -0.2 -0.1 -0.080
H -9.13646 -3.15881 1.60328 0.1 0.0 -0.1 0.079
H -7.59476 -2.41923 1.12181 0.0 0.1 0.0 0.063
H -9.13898 -1.61705 0.76233 0.1 0.0 0.0 0.074
H -8.22148 -4.28756 -0.43616 -0.2 0.0 -0.1 0.114
H -8.21423 -2.73679 -1.29574 0.2 -0.1 0.1 0.095
H -10.48844 -2.66208 -0.94154 0.0 -0.1 0.0 0.082
C -3.09909 3.83989 -4.40194 -0.2 0.0 0.2 -0.071
C -2.14151 2.66600 -4.38845 0.1 0.5 -0.4 -0.312
O -1.86947 2.23676 -5.72190 0.1 -0.3 0.1 -0.093
H -4.03449 3.56518 -4.89474 0.0 -0.1 0.0 0.075
H -3.32031 4.17487 -3.38661 0.1 0.0 -0.1 0.048
H -2.67593 4.67705 -4.96405 0.1 0.0 0.1 0.081
H -2.57587 1.82758 -3.84604 0.0 0.0 -0.1 0.083
H -1.19620 2.93785 -3.90546 -0.1 0.0 0.2 0.108
H -1.47803 2.98166 -6.19297 -0.1 -0.1 0.0 0.085
C 7.65572 1.33489 4.44971 0.0 -0.2 0.0 -0.105
C 7.38761 2.58747 3.63835 0.4 0.0 0.4 -0.329
O 7.17564 3.70326 4.49562 -0.2 0.1 -0.1 -0.083
H 6.81682 1.12426 5.11703 0.0 0.0 -0.1 0.074
H 7.81205 0.47334 3.79662 0.0 0.0 0.1 0.061
H 8.53985 1.46313 5.07951 0.0 0.0 -0.1 0.076
H 6.49169 2.46249 3.02754 0.0 0.2 0.1 0.093
H 8.23008 2.80875 2.97495 -0.1 -0.2 -0.1 0.111
H 7.97182 3.81850 5.02733 -0.1 0.0 -0.1 0.084
C -4.65654 6.49592 0.03824 0.0 0.1 0.0 -0.091
C -4.63454 5.44263 -1.05190 0.0 0.0 0.4 -0.317
O -3.32436 4.89257 -1.18821 0.2 -0.1 -0.1 -0.109
H -3.94916 7.29596 -0.18873 -0.1 0.0 -0.1 0.078
H -5.65352 6.92712 0.14483 0.0 0.0 0.1 0.078
H -4.35620 6.06585 0.99773 -0.1 0.0 0.0 0.072
H -4.91372 5.87994 -2.01098 0.2 -0.1 0.0 0.114
H -5.33466 4.63277 -0.82414 -0.1 0.1 -0.1 0.110
H -3.08487 4.49899 -0.34145 -0.1 0.1 -0.1 0.077
C -3.98446 2.08885 -9.70338 -0.1 0.1 0.0 -0.088
C -3.67304 1.20527 -8.51025 0.2 -0.1 -0.5 -0.324
O -4.02161 -0.14728 -8.79354 0.0 -0.1 0.1 -0.095
H -5.04524 2.03137 -9.95536 0.0 0.0 0.1 0.078
H -3.72734 3.13006 -9.49690 0.0 0.0 -0.1 0.073
H -3.42835 1.75859 -10.58478 0.1 0.1 0.1 0.074
H -4.24558 1.52518 -7.63904 0.0 -0.2 0.0 0.097
H -2.60904 1.24993 -8.25864 0.0 0.2 0.1 0.103
H -3.50563 -0.42652 -9.55880 -0.1 0.0 0.1 0.086
C 11.36328 -5.33740 7.97886 0.0 -0.1 0.0 -0.090
C 10.18566 -4.69733 7.26994 0.3 0.2 0.3 -0.335
O 9.38496 -3.96988 8.19758 -0.3 0.0 -0.1 -0.092
H 11.01599 -6.01080 8.76468 0.0 0.0 -0.1 0.079
H 11.98152 -5.90238 7.27842 0.0 0.0 0.1 0.076
H 11.98420 -4.57738 8.46036 0.0 0.0 -0.1 0.074
H 9.55658 -5.45979 6.80842 -0.1 0.1 0.1 0.112
H 10.52724 -4.01129 6.48752 0.1 -0.1 -0.1 0.099
H 9.94306 -3.29167 8.59547 -0.1 -0.1 0.0 0.083
```
Positions in Å, forces in eV/Å.

---

Entry 2:
C45H45BrCl2IN10O9SSeY | ωB97M-V/def2-TZVPD

Values from the calculation:
energy above the lowest of the compared OMol25 structures with the same formula, charge and spin: 2.810 eV
DFT total energy: -9596.83148 Ha
HOMO energy: -3.38 eV
net charge: -2
largest force on an atom: 1.73 eV Å⁻¹
LUMO energy: 3.29 eV
Kohn-Sham gap: 6.66 eV

```
116
Properties=species:S:1:pos:R:3:forces:R:3:lowdin_charge:R:1
Y 1.91814 -0.50697 0.82232 0.2 1.0 -1.4 1.111
O -3.83915 -0.13005 -0.96502 0.0 0.0 0.0 0.041
C -3.54396 -1.41958 -0.61837 0.0 0.1 0.0 -0.283
C -4.41601 -2.44305 -0.98376 0.0 0.0 0.0 -0.057
C -4.11612 -3.76381 -0.69334 0.0 0.0 0.0 -0.112
C -2.93146 -4.07636 -0.04174 0.0 0.0 0.0 -0.085
C -2.06477 -3.05780 0.32436 0.0 0.0 0.0 0.009
C -2.35782 -1.71773 0.05862 0.0 -0.1 0.1 -0.066
C -1.33201 -0.72355 0.51903 -0.1 -0.1 0.0 -0.492
O -0.18384 -1.20479 0.73695 -0.4 0.3 0.1 -0.324
N -1.73133 0.50741 0.73193 0.0 0.0 -0.1 0.056
N -0.70598 1.35681 1.10304 -0.2 -0.1 0.1 0.031
C -1.17737 2.38034 1.70543 0.0 0.1 -0.1 -0.122
C -0.42640 3.59156 2.05456 -0.1 -0.1 0.1 -0.262
C -1.16082 4.69142 2.51089 0.0 0.0 0.0 -0.043
C -0.50509 5.87942 2.77562 -0.1 0.0 0.0 -0.095
C 0.86427 5.93702 2.58725 0.1 0.0 0.1 -0.083
C 1.51345 4.78575 2.15922 0.0 0.0 0.1 -0.130
N 0.89570 3.64282 1.89797 0.1 -0.1 0.0 0.147
H -4.69978 -0.13945 -1.39766 0.0 0.0 -0.1 0.083
H -5.32818 -2.19115 -1.51871 0.0 0.0 0.0 0.103
H -4.80765 -4.54512 -0.98786 0.0 0.0 0.0 0.092
H -2.67555 -5.10380 0.18135 0.0 0.0 0.0 0.100
H -1.12276 -3.28115 0.81918 0.0 0.0 0.0 0.099
H -2.25051 2.41018 1.90587 0.0 0.0 -0.1 0.108
H -2.23286 4.60345 2.63510 0.0 0.0 0.0 0.101
H -1.05771 6.74734 3.11877 0.0 0.0 0.0 0.095
H 1.42834 6.83903 2.78233 0.0 0.0 0.0 0.091
H 2.59022 4.77767 2.03778 0.1 0.0 0.0 0.097
N 2.21281 5.52801 7.12568 0.0 0.0 0.1 0.073
C 2.62260 4.44637 6.32401 0.0 0.0 -0.1 -0.339
C 1.74122 3.39852 6.06285 0.0 0.0 -0.1 -0.034
C 2.14264 2.32787 5.28787 0.0 0.0 -0.1 -0.052
C 3.43284 2.28887 4.77113 -0.2 0.1 -0.3 -0.276
C 4.31996 3.31566 5.03659 0.0 0.0 -0.1 -0.063
C 3.91596 4.39407 5.81268 0.0 0.0 0.0 -0.048
S 3.90527 0.86183 3.82329 0.1 -0.5 -0.2 0.586
O 5.33952 0.86519 3.73002 0.1 0.2 0.0 -0.305
O 3.28743 -0.22997 4.52900 0.0 0.0 0.0 -0.356
N 3.16354 0.93886 2.37607 0.3 0.7 0.2 -0.162
C 3.55465 1.87564 1.46137 -0.1 0.2 0.3 -0.507
N 4.54361 2.76192 1.68121 -0.1 0.0 0.1 0.135
C 4.87896 3.53864 0.66425 0.0 0.0 0.0 -0.159
C 4.26787 3.48570 -0.57601 0.0 0.0 0.0 -0.072
C 3.22010 2.58496 -0.68570 -0.2 0.0 0.0 -0.173
N 2.83082 1.82763 0.31632 0.2 -0.1 0.4 -0.007
H 1.21883 5.69730 7.07767 0.0 0.0 0.0 0.074
H 2.72795 6.37609 6.94404 0.0 0.0 0.0 0.071
H 0.73184 3.43358 6.45827 0.0 0.0 0.0 0.109
H 1.46121 1.51299 5.07365 0.0 0.0 0.0 0.074
H 5.31602 3.25965 4.61879 0.0 0.0 0.0 0.107
H 4.60722 5.20446 6.02196 0.0 0.0 0.0 0.100
H 5.68266 4.24694 0.85515 0.0 0.0 0.0 0.099
H 4.58242 4.10086 -1.40585 0.0 0.0 0.0 0.084
H 2.66525 2.47831 -1.61181 0.0 0.0 0.0 0.095
Cl 3.95123 -0.64494 -0.91421 0.4 0.1 -0.2 -0.071
O 2.89885 -2.13329 1.70941 0.0 -1.2 0.6 -0.649
Se 2.18085 -3.49783 0.98700 0.3 -0.8 -0.1 0.715
O 3.27557 -4.67245 0.82455 0.0 0.1 -0.1 -0.487
O 1.67574 -2.84267 -0.44486 0.0 0.2 0.3 -0.557
O 0.91471 -3.94131 1.90453 0.0 0.0 0.0 -0.516
C 0.04743 -3.65731 -3.90592 0.0 0.0 0.0 -0.023
C -1.03512 -2.70475 -4.43615 0.0 0.1 0.0 -0.470
C -1.79227 -2.09910 -3.24992 0.0 0.0 0.0 -0.005
C -2.03450 -3.56831 -5.22159 0.0 0.0 0.0 -0.038
C -0.40825 -1.59282 -5.34727 0.0 0.0 0.0 -0.420
O 0.05440 -2.16020 -6.58501 0.0 0.0 0.0 -0.013
C -1.31351 -0.38274 -5.64464 0.0 0.0 0.0 -0.114
C -2.56396 -0.57526 -6.52658 0.0 0.0 0.0 -0.125
C -3.88507 -0.44767 -5.80568 0.0 0.0 0.0 -0.231
C -4.89931 -1.38527 -5.96397 0.0 0.0 0.0 -0.047
C -6.11885 -1.25325 -5.31412 0.0 0.0 0.0 -0.106
C -6.32766 -0.15738 -4.49851 0.0 0.0 0.0 -0.680
Cl -7.84887 0.01529 -3.66078 0.0 0.0 0.0 0.632
C -5.34273 0.80124 -4.32617 0.0 0.0 0.0 -0.105
C -4.12980 0.64590 -4.97641 0.0 0.0 0.0 -0.027
C 0.91945 -1.02886 -4.79193 0.0 0.0 0.0 -0.055
N 0.83634 -0.31913 -3.53983 -0.1 0.0 0.0 -0.093
C 1.20152 -0.76793 -2.34017 0.1 0.0 0.0 -0.207
N 0.93304 0.14220 -1.42452 0.0 0.0 -0.2 0.018
C 0.39359 1.15656 -2.13541 -0.1 0.0 0.0 -0.207
N 0.31239 0.93285 -3.42983 0.0 0.0 0.0 0.113
H -0.43100 -4.55004 -3.49895 0.0 0.0 0.0 0.092
H 0.63051 -3.23674 -3.08940 0.0 0.0 0.0 0.068
H 0.72412 -3.97367 -4.70285 0.0 0.0 0.0 0.092
H -2.13958 -2.90214 -2.59677 0.0 0.0 0.0 0.085
H -2.66990 -1.53271 -3.57077 0.0 0.0 0.0 0.085
H -1.17306 -1.44564 -2.63747 0.0 0.0 0.0 0.087
H -2.43601 -4.32584 -4.54622 0.0 0.0 0.0 0.092
H -1.56186 -4.10232 -6.05123 0.0 0.0 0.0 0.086
H -2.88307 -2.99865 -5.59323 0.0 0.0 0.0 0.048
H -0.70041 -2.55481 -7.03019 0.0 0.0 0.0 0.069
H -0.66740 0.34338 -6.13996 0.0 0.0 0.0 0.116
H -1.58924 0.07903 -4.69814 0.0 0.0 0.0 0.086
H -2.54719 -1.52193 -7.07030 0.0 0.0 0.0 0.098
H -2.54278 0.19776 -7.30013 0.0 0.0 0.0 0.120
H -4.73842 -2.24381 -6.60538 0.0 0.0 0.0 0.110
H -6.89528 -1.99648 -5.43240 0.0 0.0 0.0 0.102
H -5.51802 1.65087 -3.68032 0.0 0.0 0.0 0.108
H -3.35532 1.38774 -4.82316 0.0 0.0 0.0 0.125
H 1.32724 -0.35551 -5.54597 0.0 0.0 0.0 0.135
H 1.62729 -1.84113 -4.64795 0.0 0.0 0.0 0.135
H 1.64699 -1.73023 -2.13177 0.1 0.0 0.0 0.076
H 0.04829 2.07055 -1.67898 0.0 0.0 0.0 0.111
Br -0.71144 -0.90129 7.02794 0.0 0.0 0.0 0.654
C 0.76295 -1.99232 6.51658 0.0 0.0 0.1 -0.725
C 1.38073 -2.71631 7.52844 0.0 0.0 0.0 -0.166
C 2.46118 -3.52738 7.22671 0.0 0.0 0.0 -0.103
C 2.91732 -3.61111 5.91765 0.0 0.0 0.0 -0.068
C 2.30013 -2.88566 4.91476 0.0 -0.1 0.0 -0.128
C 1.21467 -2.06684 5.20881 0.0 0.0 0.0 -0.678
I 0.33409 -1.04545 3.63638 -0.7 0.0 0.5 1.233
H 1.00957 -2.63625 8.54115 0.0 0.0 0.0 0.082
H 2.94493 -4.08901 8.01658 0.0 0.0 0.0 0.092
H 3.76264 -4.23850 5.66710 0.0 0.0 0.0 0.107
H 2.65593 -2.93497 3.89385 0.0 0.0 0.0 0.079
```
Positions in Å, forces in eV/Å.

---

Entry 3:
C4H8O2 | ωB97M-V/def2-TZVPD

Values from the calculation:
energy above the lowest of the compared OMol25 structures with the same formula, charge and spin: 2.619 eV
DFT total energy: -307.61617 Ha
HOMO energy: -9.96 eV
largest force on an atom: 0.32 eV Å⁻¹
structure (SMILES): COC[C@H]1CO1
LUMO energy: 1.06 eV
Kohn-Sham gap: 11.02 eV

```
14
Properties=species:S:1:pos:R:3:forces:R:3:lowdin_charge:R:1
C 1.60963 0.29106 1.81371 0.2 -0.1 0.2 -0.120
O 0.58461 0.77235 0.98184 -0.1 0.0 0.0 -0.186
C 0.12519 -0.21556 0.09434 -0.1 -0.2 -0.2 -0.190
C -1.02589 0.35640 -0.71181 0.3 0.1 0.1 -0.260
C -1.43799 -0.25564 -1.97419 0.1 0.0 -0.3 -0.121
O -2.19912 -0.44152 -0.79147 -0.2 -0.1 0.1 -0.039
H 1.84589 1.08455 2.52814 0.0 -0.2 -0.1 0.090
H 1.28211 -0.60927 2.36018 0.1 0.2 -0.1 0.091
H 2.51923 0.03875 1.24174 -0.2 0.1 0.1 0.090
H -0.23621 -1.10217 0.64134 0.0 0.1 -0.1 0.137
H 0.94975 -0.54767 -0.56106 -0.1 0.1 0.1 0.131
H -1.20533 1.41982 -0.54055 0.1 -0.2 -0.1 0.151
H -0.90221 -1.13708 -2.33247 -0.1 0.1 0.1 0.116
H -1.90965 0.34600 -2.74972 0.0 -0.1 0.1 0.110
```
Positions in Å, forces in eV/Å.

---

Entry 4:
C4H2O5Y | ωB97M-V/def2-TZVPD

Values from the calculation:
energy above the lowest of the compared OMol25 structures with the same formula, charge and spin: 2.444 eV
DFT total energy: -567.34402 Ha
HOMO energy (alpha / beta): -16.18 / -16.70 eV
net charge: +2
largest force on an atom: 3.52 eV Å⁻¹
LUMO energy (alpha / beta): -9.50 / -9.62 eV
2S+1: 2
Kohn-Sham gap (alpha / beta): 6.68 / 7.08 eV

```
12
Properties=species:S:1:pos:R:3:forces:R:3:lowdin_charge:R:1
C -0.00279 -3.74716 0.50447 -1.8 -2.7 1.4 -0.327
O -0.60572 -4.64240 0.89993 0.7 1.3 -0.6 0.346
O 0.62694 -2.84069 0.12891 1.7 1.7 -1.3 0.052
O 1.91882 0.23544 -0.00476 1.4 -2.4 -1.0 -0.080
C 1.10686 1.09820 0.24004 -2.0 1.9 -0.3 -0.216
O -0.09143 1.06621 -0.32914 2.1 -0.9 -0.4 0.081
Y 2.51023 -1.74844 -1.23586 -1.1 0.9 1.4 1.784
H 1.31419 1.96542 0.88526 0.0 -0.3 0.0 0.194
O -0.63236 3.29830 0.07394 0.3 -0.8 -1.2 0.189
C -0.96457 2.19635 -0.25541 -0.9 1.3 2.7 -0.528
C -2.24835 1.61979 -0.02732 -0.5 -0.1 -0.8 0.427
H -2.93182 1.49899 -0.88006 0.0 0.2 0.1 0.079
```
Positions in Å, forces in eV/Å.

---

Entry 5:
C5H15NOS | ωB97M-V/def2-TZVPD

Values from the calculation:
energy above the lowest of the compared OMol25 structures with the same formula, charge and spin: 2.316 eV
DFT total energy: -727.60061 Ha
HOMO energy: -8.91 eV
largest force on an atom: 3.99 eV Å⁻¹
structure (SMILES): CCN[C@@H](C)CS.O
LUMO energy: 0.86 eV
Kohn-Sham gap: 9.76 eV

```
23
Properties=species:S:1:pos:R:3:forces:R:3:lowdin_charge:R:1
C -0.80208 0.50545 -1.48828 0.6 -2.4 1.6 -0.233
N 0.15052 0.31193 -0.29404 1.8 0.9 -1.6 -0.120
C 1.07778 -0.91117 -0.35038 -1.3 2.4 1.6 -0.435
C 1.34563 -1.25019 1.18365 -2.8 1.7 -0.8 -0.368
S -0.33485 -1.24125 2.20203 1.1 0.5 -1.2 0.657
C 2.31270 -0.49216 -1.06219 3.7 1.1 -0.9 -0.123
C -2.14982 0.40280 -0.76078 -1.1 -2.0 -1.8 -0.120
H -0.54043 1.41097 -2.00054 -0.4 0.7 0.0 0.090
H -0.70767 -0.30513 -2.27934 0.1 0.7 1.1 0.116
H 0.81379 1.16538 -0.24957 -1.5 -1.8 -0.1 0.134
H 0.58450 -1.69081 -0.91905 -0.3 -0.3 0.3 0.130
H 1.67209 -2.20578 1.41473 0.8 -1.9 0.0 0.018
H 2.03034 -0.53211 1.61138 0.0 0.3 0.1 0.062
H -0.98580 -0.25689 1.45725 1.2 -1.4 0.4 -0.191
H 2.80946 0.53106 -0.70559 -1.3 -2.1 -0.2 0.116
H 3.12843 -1.25468 -0.89265 -0.6 0.6 -0.3 0.085
H 2.27239 -0.32337 -2.19276 -0.5 -0.5 1.5 0.094
H -2.18491 -0.50404 -0.00917 -0.1 1.2 -2.2 0.094
H -2.22529 1.18938 -0.10437 -0.3 2.2 1.3 -0.002
H -3.03278 0.48382 -1.49256 1.0 -0.6 1.2 0.096
H -1.54336 1.01271 1.98861 1.0 -2.8 0.0 -0.103
H -1.89025 2.07029 2.91893 -0.3 0.7 2.6 0.013
O -1.80040 1.88377 2.02468 -0.8 2.8 -2.2 -0.009
```
Positions in Å, forces in eV/Å.

---

Q: Among the records above, which one has the highest largest force on an atom?
A: C25H62N5O9